No. 1
Entry from the OMol25 dataset: a 2-piece molecular cluster, CH2Cl3N3 overall in a non-equilibrium geometry (ωB97M-V/def2-TZVPD).

Computed properties:
Calculated total energy (hartree): -1583.99121
E_HOMO (alpha / beta) (eV): -8.001 / -8.276
Frontier orbital gap (alpha / beta) (Ha): 0.2808 / 0.3074
ΔE to the lowest compared entry with this formula, charge and spin (kcal per mole): 23.29

Geometry as ORCA input:
```
! RIJCOSX wB97M-V def2-TZVPD def2/J DEFGRID3
* xyz 0 1
C -1.0152 0.4734 1.2856
N -0.6151 -1.1131 -0.3327
N 0.3307 -1.2118 -0.9930
N 1.3708 -0.4641 -1.3486
Cl -0.0427 1.7924 0.5628
Cl -2.6745 0.5830 0.9921
Cl -0.5951 0.1836 2.9387
H 1.6973 -0.7041 -2.2681
H 1.5437 0.4607 -0.8368
*
```

No. 2
Entry from the OMol25 dataset: C34H54N3O2P2Pt as an isolated structure in a non-equilibrium geometry (ωB97M-V/def2-TZVPD).

Computed properties:
Calculated total energy (hartree): -2444.49397
E_HOMO (alpha / beta) (eV): -7.865 / -10.419
Frontier orbital gap (alpha / beta) (Ha): 0.2053 / 0.2785
ΔE to the lowest compared entry with this formula, charge and spin (kcal per mole): 0.00

Geometry as ORCA input:
```
! RIJCOSX wB97M-V def2-TZVPD def2/J DEFGRID3
* xyz 1 3
C -1.9858 -1.6486 -0.8303
C 0.1125 -1.3491 -1.8712
C -2.3360 -2.6098 -1.7717
C -0.2252 -2.2508 -2.8689
C -1.4649 -2.8832 -2.8215
H -3.3095 -3.0820 -1.6741
H 0.5048 -2.4658 -3.6490
H -1.7527 -3.5836 -3.5956
N -0.7620 -1.0872 -0.8709
P -2.4823 0.5832 0.7309
P 2.0692 -0.3830 -0.1163
C -2.9546 -1.1393 0.2223
H -3.9815 -1.2052 -0.1620
H -2.9268 -1.8002 1.1035
C 0.2105 1.7756 1.8283
O 0.4704 2.6064 2.5983
C 1.3537 -0.4842 -1.8794
H 2.0839 -0.8435 -2.6155
C 3.5430 0.8067 -0.3741
C 2.7615 -2.1153 0.2629
C -3.2116 1.6718 -0.6284
C -3.3845 0.7865 2.3801
C 3.1430 2.1818 0.1816
H 3.0367 2.1786 1.2724
H 3.9430 2.8891 -0.0793
H 2.2164 2.5600 -0.2719
C 4.8120 0.3533 0.3686
H 4.6674 0.2764 1.4527
H 5.2063 -0.5936 -0.0177
H 5.5858 1.1174 0.1931
C 3.9264 1.0140 -1.8515
H 4.9113 1.5085 -1.8587
H 4.0319 0.0827 -2.4200
H 3.2275 1.6823 -2.3688
C 3.4122 -2.0617 1.6683
H 3.0316 -1.2266 2.2754
H 3.1991 -2.9941 2.2112
H 4.5044 -1.9736 1.6026
C 1.6216 -3.1502 0.2635
H 0.7732 -2.8314 0.8789
H 1.2617 -3.3534 -0.7535
H 2.0034 -4.0949 0.6828
C 3.7933 -2.5023 -0.8179
H 3.9092 -1.7485 -1.6104
H 4.7786 -2.6901 -0.3685
H 3.4849 -3.4439 -1.2957
C -3.1688 2.2156 2.9110
H -3.2733 2.2000 4.0059
H -2.1688 2.6064 2.6883
H -3.9220 2.9179 2.5308
C -2.8324 -0.1934 3.4316
H -2.8915 -1.2414 3.1148
H -1.7986 0.0340 3.7126
H -3.4473 -0.0923 4.3407
C -4.8949 0.5048 2.2358
H -5.2580 0.0357 3.1610
H -5.4781 1.4264 2.1120
H -5.1354 -0.1883 1.4200
C -2.6137 1.4002 -2.0349
H -3.4262 1.3830 -2.7844
H -1.8666 2.1603 -2.3037
H -2.1270 0.4244 -2.1159
C -2.9690 3.1376 -0.2332
H -1.9163 3.3394 0.0058
H -3.2347 3.7659 -1.0945
H -3.6054 3.4414 0.6103
C -4.7206 1.4337 -0.7357
H -4.9658 0.3895 -0.9716
H -5.2591 1.7475 0.1629
H -5.0876 2.0511 -1.5677
Pt -0.1665 0.4928 0.5416
N 0.3444 1.6966 -1.2202
C 0.8582 0.9734 -2.1452
C 0.9381 1.5760 -3.5272
C 0.8627 2.9784 -3.5823
C 1.0463 0.8314 -4.7160
C 1.0168 3.6418 -4.8024
H 0.7013 3.5316 -2.6504
C 1.1521 1.5020 -5.9393
H 1.0360 -0.2583 -4.6748
C 1.1566 2.9012 -5.9850
H 1.0279 4.7310 -4.8254
H 1.2379 0.9197 -6.8547
H 1.2558 3.4107 -6.9450
C -0.3197 -3.2269 4.0732
N 0.5881 -2.0913 4.2298
C 1.3920 -1.9420 5.4364
C 0.6530 -1.1787 3.2628
O -0.0561 -1.3165 2.2174
H -0.1722 -3.8647 4.9451
H -0.0802 -3.7768 3.1541
H -1.3618 -2.8871 4.0274
H 2.4642 -1.8945 5.1771
H 1.1367 -1.0056 5.9643
H 1.1994 -2.8049 6.0811
H 1.3366 -0.3179 3.4210
*
```